The following is a DFT calculation (wB97M-V/def2-TZVPD) of 4 unconnected molecules or ions with the total composition C20H30I2N2O8 in a non-equilibrium geometry.

Properties
Total charge = 0
Orbital gap = 8.9 eV
2S+1 = 1
Structure (SMILES) = [H]/N=C\C[C@]1(I)NC(=O)[C@H](I)[C@H]1COC.O=C1CCCO1.O=C1CCCO1.O=C1CCCO1

XYZ file:
```
62
C20H30I2N2O8, DFT wB97M-V/def2-TZVPD
C 1.49036 -2.74110 -2.30558
O 1.37846 -3.06106 -0.89030
C 2.68414 -2.96235 -0.29494
C 2.69685 -2.90366 1.29741
C 3.70590 -3.86863 2.12733
I 4.84638 -2.46291 3.40330
C 2.65196 -4.43748 3.18925
O 2.51240 -5.59556 3.59783
N 1.83753 -3.22034 3.50284
C 1.33139 -2.83769 2.11799
I -0.22261 -4.34980 1.80120
C 0.59904 -1.41778 2.18199
C 1.31598 -0.39293 3.20116
N 2.42402 0.24654 2.87335
H 2.12252 -3.49652 -2.87864
H 1.95978 -1.71620 -2.47552
H 0.43121 -2.76740 -2.74497
H 3.13986 -1.96195 -0.66740
H 3.41922 -3.77813 -0.62085
H 3.14767 -1.87080 1.50609
H 4.34285 -4.58577 1.52938
H 1.05562 -3.66223 4.02573
H -0.48430 -1.49435 2.55385
H 0.56010 -0.99771 1.11570
H 0.86345 -0.15364 4.22345
H 2.63908 -0.07120 1.90583
O 3.07447 0.29049 -1.34449
C 3.94093 0.31253 -2.17955
O 5.21332 -0.11257 -1.96280
C 6.00894 0.15394 -3.12481
C 5.02222 0.26845 -4.26424
C 3.80014 0.84599 -3.57967
H 6.56500 1.08154 -2.96110
H 6.71849 -0.66036 -3.27812
H 5.38976 0.87551 -5.09275
H 4.78840 -0.72712 -4.65391
H 3.82737 1.93752 -3.54898
H 2.87697 0.49718 -4.04146
O -1.09064 2.24852 -2.63183
C -1.78325 1.72241 -1.80009
O -2.88533 0.98198 -2.08825
C -3.53490 0.59784 -0.86659
C -2.46466 0.68492 0.19586
C -1.59528 1.81875 -0.30829
H -4.36016 1.28461 -0.68052
H -3.93256 -0.41351 -0.96433
H -2.86537 0.85024 1.19732
H -1.88296 -0.24258 0.21424
H -1.95529 2.79175 0.03411
H -0.54979 1.67734 -0.03504
O -5.90215 1.54176 0.75668
C -6.24128 2.69236 0.85355
O -6.22814 3.57534 -0.17927
C -6.58468 4.87739 0.30214
C -7.34717 4.63198 1.58408
C -6.69074 3.37507 2.11762
H -5.66802 5.45125 0.46657
H -7.19293 5.39035 -0.44402
H -7.30947 5.47492 2.27557
H -8.39823 4.42903 1.35744
H -5.81527 3.60107 2.73080
H -7.39660 2.75477 2.66864
```